(a)
Formula: C5H35NO13
Source: OMol25
Level of theory: ωB97M-V/def2-TZVPD

The geometry in XYZ format:
```
54
Properties=species:S:1:pos:R:3
C -1.501 1.808 0.870
O -0.965 3.055 1.319
C -0.466 0.704 0.746
C 0.902 1.306 0.284
C 1.977 0.456 -0.393
C 1.734 0.102 -1.880
O 2.489 -1.088 -2.126
N -0.333 -0.294 1.851
H -2.294 1.552 1.592
H -1.770 2.030 -0.175
H -0.768 2.980 2.263
H -0.905 0.009 -0.023
H 1.276 1.610 1.239
H 0.644 2.136 -0.350
H 2.108 -0.551 0.035
H 2.878 0.974 -0.141
H 2.100 0.931 -2.470
H 0.632 -0.027 -2.024
H 2.170 -1.674 -1.388
H 0.555 -0.205 2.319
H -0.676 -1.213 1.592
H -4.348 -1.012 -1.147
H -4.501 -1.762 -2.469
O -4.851 -1.713 -1.578
H 2.362 4.262 -0.079
H 1.047 3.837 0.363
O 1.972 3.669 0.579
H -1.254 3.283 -2.226
H -0.788 4.138 -1.144
O -1.164 4.227 -2.033
H 3.428 0.298 2.192
H 3.674 -1.091 2.993
O 3.054 -0.516 2.547
H -3.375 0.136 -3.369
H -3.931 1.245 -2.496
O -3.547 0.343 -2.443
H -2.247 -3.373 2.627
H -2.185 -2.518 1.180
O -1.717 -2.943 1.956
H -1.212 -2.301 -0.754
H -2.818 -2.638 -0.848
O -2.126 -2.103 -0.447
H -0.227 -3.611 0.189
H -0.973 -4.542 -0.782
O -0.285 -3.873 -0.739
H 2.645 -2.618 3.862
H 1.245 -2.538 3.413
O 2.098 -2.902 3.121
H 1.375 -1.995 0.946
H 2.737 -2.646 1.114
O 2.020 -2.540 0.483
H 0.590 3.029 -2.817
H 2.077 2.721 -2.712
O 1.441 3.441 -2.625
```

Values from the calculation:
- E_HOMO (eV) = -8.8
- LUMO (eV) = -0.046
- frontier orbital gap (eV) = 8.792
- structure (SMILES) = N[C@@H](CO)CCCO.O.O.O.O.O.O.O.O.O.O.O

Here are the Löwdin charges for atoms 1 to 6, given in e: C -0.20; O -0.09; C -0.34; C -0.17; C -0.16; C -0.24

=====

(b)
Formula: C5H35NO13
Source: OMol25
Level of theory: ωB97M-V/def2-TZVPD

The geometry in XYZ format:
```
54
Properties=species:S:1:pos:R:3
C 2.879 -0.041 0.010
C 2.931 0.553 -1.389
O 2.823 -0.411 -2.426
C 1.679 -0.968 0.191
N 0.431 -0.381 -0.294
C -0.093 0.624 0.628
C -1.440 1.155 0.138
O -1.931 2.010 1.185
H 2.887 0.756 0.761
H 3.795 -0.644 0.120
H 2.152 1.301 -1.536
H 3.886 1.054 -1.597
H 2.082 -1.007 -2.226
H 1.634 -1.341 1.223
H 1.868 -1.868 -0.419
H -0.229 -1.143 -0.415
H 0.634 1.425 0.658
H -0.172 0.241 1.660
H -2.131 0.313 0.018
H -1.369 1.707 -0.798
H -2.755 2.432 0.918
H -2.709 -1.711 -0.219
H -2.494 -1.415 -1.738
O -2.730 -2.122 -1.095
H -2.315 -0.299 -3.785
H -1.214 0.426 -2.951
O -1.834 -0.357 -2.953
H -0.202 -3.431 0.087
H -1.297 -3.109 -1.026
O -0.378 -3.445 -0.883
H -2.898 -2.048 2.518
H -1.417 -2.292 2.017
O -2.137 -1.630 2.109
H 1.017 4.342 -1.459
H 0.398 3.604 -0.264
O 0.420 3.614 -1.263
H -1.854 1.201 2.801
H -1.702 -0.264 3.119
O -1.524 0.619 3.519
H 0.077 -1.680 -3.306
H 0.466 -2.728 -2.282
O 0.857 -2.150 -2.978
H -0.110 -4.323 2.163
H 0.776 -3.084 2.299
O -0.063 -3.388 1.923
H 1.571 1.284 3.325
H 0.046 1.438 3.655
O 0.887 1.932 3.510
H 0.025 2.400 -2.484
H 0.701 1.037 -2.893
O -0.039 1.627 -3.095
H 0.629 3.194 2.232
H -0.698 3.285 1.467
O 0.185 3.706 1.517
```

Values from the calculation:
- E_HOMO (eV) = -9.2
- LUMO (eV) = -0.428
- frontier orbital gap (eV) = 8.808
- structure (SMILES) = OCCCNCCO.O.O.O.O.O.O.O.O.O.O.O

Here are the Löwdin charges for atoms 1 to 6, given in e: C -0.16; C -0.27; O -0.08; C -0.24; N -0.02; C -0.20

=====

Which structure is the least stable? The one labeled (a).

=====

(a)
Formula: C3H7ClO2
Source: OMol25
Level of theory: ωB97M-V/def2-TZVPD

The geometry in XYZ format:
```
13
Properties=species:S:1:pos:R:3
C -1.195 0.415 0.033
C 0.125 -0.059 -0.306
C 1.406 0.747 0.190
H -1.670 -1.503 -0.331
H -1.689 1.302 -0.648
H -1.303 0.676 1.155
H 0.198 -0.177 -1.371
H 0.951 -1.901 0.476
H 1.565 1.879 -0.225
H 1.055 0.906 1.266
O -2.277 -0.493 -0.342
O 0.030 -1.349 0.332
Cl 2.804 -0.443 -0.230
```

Values from the calculation:
- E_HOMO (eV) = -9.9
- LUMO (eV) = 0.495
- frontier orbital gap (eV) = 10.373
- structure (SMILES) = OC[C@H](O)CCl

Here are the Löwdin charges for atoms 1 to 6, given in e: C -0.28; C -0.51; C -0.42; H 0.21; H 0.18; H 0.14

=====

(b)
Formula: C3H7ClO2
Source: OMol25
Level of theory: ωB97M-V/def2-TZVPD

The geometry in XYZ format:
```
13
Properties=species:S:1:pos:R:3
C -1.086 -0.449 0.155
C 1.052 0.687 0.878
C -0.237 0.620 0.034
O -0.448 1.724 -0.635
O 1.024 -1.659 -1.597
Cl 0.086 -2.188 -2.972
H -1.134 -1.351 0.748
H 0.368 -0.948 -1.137
H -2.003 -0.486 -0.426
H 0.792 0.750 1.891
H 1.567 1.592 0.712
H 1.744 -0.070 0.725
H -1.309 1.701 -1.079
```

Values from the calculation:
- E_HOMO (eV) = -9.4
- LUMO (eV) = 0.314
- frontier orbital gap (eV) = 9.711
- structure (SMILES) = C=C(C)O.OCl

Here are the Löwdin charges for atoms 1 to 6, given in e: C 0.02; C 0.00; C -0.47; O 0.09; O -0.61; Cl 0.49

=====

Which structure is the least stable? The one labeled (b).

=====

(a)
Formula: C3H5NO4
Source: OMol25
Level of theory: ωB97M-V/def2-TZVPD

The geometry in XYZ format:
```
13
Properties=species:S:1:pos:R:3
C 0.823 -0.931 -0.737
C 0.976 0.695 0.527
C -0.138 0.134 -0.383
N -4.009 -0.287 -0.048
O -5.135 -0.453 0.176
O -3.410 0.748 0.725
O 1.783 -0.401 0.307
O -1.205 0.441 -0.734
H 0.591 -2.073 -0.697
H 1.081 -0.646 -1.786
H 1.244 1.655 -0.018
H 0.847 0.767 1.654
H -2.594 0.975 0.387
```

Values from the calculation:
- E_HOMO (eV) = -10.1
- LUMO (eV) = 0.524
- frontier orbital gap (eV) = 10.583
- structure (SMILES) = O=C1COC1.O=NO

Here are the Löwdin charges for atoms 1 to 6, given in e: C -0.04; C -0.16; C -0.38; N -0.09; O 0.05; O -0.01

=====

(b)
Formula: C3H5NO4
Source: OMol25
Level of theory: ωB97M-V/def2-TZVPD

The geometry in XYZ format:
```
13
Properties=species:S:1:pos:R:3
C -1.618 0.636 0.594
C -0.414 -0.175 0.560
C 0.835 0.039 -0.331
N 2.040 -0.051 0.552
O 2.111 -1.020 1.249
O 2.776 0.913 0.504
O -1.653 -0.737 0.181
O 0.903 1.185 -0.895
H -2.139 0.945 1.538
H -1.775 1.347 -0.227
H -0.117 -0.608 1.499
H 0.912 -1.063 -1.200
H 1.802 1.472 -0.673
```

Values from the calculation:
- E_HOMO (eV) = -10.5
- LUMO (eV) = -0.534
- frontier orbital gap (eV) = 9.999

Here are the Löwdin charges for atoms 1 to 6, given in e: C -0.09; C -0.24; C -0.33; N -0.35; O 0.12; O 0.11

=====

(c)
Formula: C3H5NO4
Source: OMol25
Level of theory: ωB97M-V/def2-TZVPD

The geometry in XYZ format:
```
13
Properties=species:S:1:pos:R:3
C -2.070 -0.378 0.060
C 1.018 0.993 0.106
C 1.666 -0.447 0.140
H -2.520 -1.419 -0.142
H -1.893 -0.481 1.338
H -2.815 0.587 0.092
H -0.800 1.791 -0.443
H 3.159 -1.497 -0.629
N -0.351 0.971 -0.082
O -0.840 -0.161 -0.789
O 1.648 2.048 0.242
O 2.756 -0.643 -0.576
O 1.041 -1.365 0.684
```

Values from the calculation:
- E_HOMO (eV) = -10.1
- LUMO (eV) = 0.483
- frontier orbital gap (eV) = 10.590
- structure (SMILES) = CONC(=O)C(=O)O

Here are the Löwdin charges for atoms 1 to 6, given in e: C -0.10; C -0.32; C -0.39; H 0.09; H 0.15; H 0.11

=====

(d)
Formula: C3H5NO4
Source: OMol25
Level of theory: ωB97M-V/def2-TZVPD

The geometry in XYZ format:
```
13
Properties=species:S:1:pos:R:3
C 0.078 -1.381 0.532
C -0.246 0.010 0.031
C 0.726 0.983 -0.517
N -1.672 0.411 -0.149
O -2.563 -0.273 0.424
O -1.868 1.430 -0.828
O -0.058 -1.836 -0.732
O 1.966 1.013 0.181
H 1.186 -1.451 0.937
H -0.713 -1.803 1.288
H 0.154 1.897 -0.313
H 0.963 0.737 -1.553
H 2.047 0.263 0.699
```

Values from the calculation:
- E_HOMO (spin up / spin down) (eV) = -11.0 / -10.7
- LUMO (spin up / spin down) (eV) = -2.449 / -2.299
- frontier orbital gap (spin up / spin down) (eV) = 8.561 / 8.439

Here are the Löwdin charges for atoms 1 to 6, given in e: C -0.30; C -0.01; C -0.17; N -0.29; O 0.08; O 0.08

=====

Which structure is the least stable? The one labeled (d).

=====

(a)
Formula: C5H15N2
Source: OMol25
Level of theory: ωB97M-V/def2-TZVPD

The geometry in XYZ format:
```
22
Properties=species:S:1:pos:R:3
C 0.842 -2.492 1.897
C 0.724 -0.941 2.034
N -0.329 -0.444 1.070
C -0.495 1.063 1.019
H 1.230 -2.807 0.897
H 1.541 -2.845 2.648
H -0.109 -3.000 2.061
H 0.362 -0.585 3.011
H 1.648 -0.414 1.789
H -1.264 -0.946 1.248
H -0.012 -0.727 0.160
H -0.800 1.350 2.060
H -1.217 1.354 0.320
H 0.490 1.579 0.817
C 0.074 2.341 -2.672
C -0.058 1.069 -2.216
N -0.728 0.014 -2.950
H -0.375 2.679 -3.591
H 0.696 3.060 -2.103
H 0.423 0.746 -1.310
H -1.163 0.338 -3.804
H -1.481 -0.395 -2.385
```

Values from the calculation:
- E_HOMO (spin up / spin down) (eV) = -3.3 / -8.7
- LUMO (spin up / spin down) (eV) = 0.962 / 0.634
- frontier orbital gap (spin up / spin down) (eV) = 4.239 / 9.366
- spin multiplicity = 2

Here are the Löwdin charges for atoms 1 to 6, given in e: C -0.13; C -0.25; N -0.12; C -0.12; H 0.08; H 0.06

=====

(b)
Formula: C5H15N2
Source: OMol25
Level of theory: ωB97M-V/def2-TZVPD

The geometry in XYZ format:
```
22
Properties=species:S:1:pos:R:3
C 1.220 -0.326 -0.335
C 1.142 1.186 -0.387
N 0.184 1.625 -1.459
C -0.062 3.088 -1.502
H 1.616 -0.724 -1.268
H 1.899 -0.620 0.466
H 0.256 -0.771 -0.103
H 0.781 1.625 0.541
H 2.103 1.626 -0.647
H -0.722 1.115 -1.273
H 0.526 1.301 -2.410
H -0.591 3.375 -0.595
H -0.660 3.304 -2.384
H 0.906 3.583 -1.564
C -2.019 -2.540 0.892
C -1.227 -2.064 1.845
N 0.111 -2.400 2.052
H -1.644 -3.319 0.236
H -2.995 -2.122 0.717
H -1.582 -1.279 2.505
H 0.369 -3.292 1.650
H 0.390 -2.371 3.023
```

Values from the calculation:
- E_HOMO (spin up / spin down) (eV) = -3.1 / -8.6
- LUMO (spin up / spin down) (eV) = 1.016 / 0.800
- frontier orbital gap (spin up / spin down) (eV) = 4.157 / 9.390
- spin multiplicity = 2

Here are the Löwdin charges for atoms 1 to 6, given in e: C -0.13; C -0.28; N -0.15; C -0.16; H 0.06; H 0.07

=====

Which structure is the least stable? The one labeled (a).